The following is a quantum chemistry calculation of a structure of composition C52H51CrN7O3SSi2Te at a distorted geometry, from the OMol25 dataset.

Calculated values
**Energy relative to the best compared isomer or geometry (same formula, charge and spin)**: 60.52 kcal per mole
**Total charge**: -1
**Expectation value of S²**: 3.79
**Multiplicity**: 4
**Highest occupied orbital energy (alpha / beta)**: -5.49 / -5.61 eV

Positions of all 118 atoms, in Å:
Cr1 0.605 0.636 0.589
C1 1.217 3.235 3.377
C2 0.256 3.580 2.278
C3 -0.421 4.794 2.215
C4 -1.428 4.896 1.201
C5 -1.688 3.897 0.315
C6 -0.930 2.684 0.404
N1 -0.054 2.590 1.409
N2 -1.039 1.532 -0.309
Si1 -2.318 1.281 -1.391
C7 -2.307 -0.576 -1.956
C8 -2.287 2.238 -3.006
C9 -3.994 1.645 -0.484
H1 1.276 3.999 4.185
H2 2.170 3.085 2.978
H3 0.837 2.325 3.890
H4 -0.286 5.584 2.872
H5 -2.020 5.805 1.137
H6 -2.341 4.080 -0.547
H7 -1.451 -0.713 -2.607
H8 -3.093 -0.788 -2.719
H9 -2.216 -1.358 -1.240
H10 -1.365 2.066 -3.547
H11 -2.415 3.323 -2.734
H12 -3.201 1.996 -3.618
H13 -4.211 0.909 0.268
H14 -4.859 1.636 -1.195
H15 -3.913 2.624 -0.006
N3 -5.667 -2.364 7.617
C10 -4.790 -2.168 6.532
C11 -3.556 -1.587 6.794
C12 -2.617 -1.348 5.800
C13 -2.911 -1.785 4.477
C14 -4.102 -2.397 4.200
C15 -5.065 -2.564 5.237
S1 -1.833 -0.151 2.729
O1 -2.044 0.832 3.793
O2 -1.920 -1.714 3.518
N4 -0.307 -0.255 2.243
C16 0.749 -0.270 3.060
N5 0.787 -0.619 4.361
C17 1.987 -0.671 4.896
C18 3.156 -0.289 4.272
C19 3.023 0.265 2.998
N6 1.837 0.181 2.380
H16 -5.136 -2.571 8.452
H17 -6.285 -3.161 7.484
H18 -3.395 -1.188 7.768
H19 -1.687 -0.765 5.975
H20 -4.331 -2.594 3.174
H21 -6.059 -3.006 5.008
H22 2.081 -0.994 5.936
H23 4.094 -0.164 4.763
H24 3.811 0.788 2.492
C20 -2.384 -4.529 -1.785
Te1 -2.897 -4.242 0.282
C21 -4.707 -3.499 -0.572
C22 -4.816 -4.028 -1.937
C23 -5.988 -3.952 -2.713
C24 -6.037 -4.378 -4.037
C25 -4.890 -4.945 -4.571
C26 -3.728 -4.994 -3.871
C27 -3.656 -4.573 -2.547
H25 -1.832 -5.466 -1.761
H26 -1.722 -3.727 -2.095
H27 -4.625 -2.430 -0.445
H28 -5.540 -3.779 0.023
H29 -6.870 -3.484 -2.242
H30 -6.950 -4.346 -4.670
H31 -4.895 -5.267 -5.615
H32 -2.823 -5.407 -4.286
O3 2.023 1.365 -0.536
Si2 3.263 1.693 -1.492
C28 2.637 2.288 -3.211
C29 2.329 3.607 -3.345
C30 1.660 4.101 -4.474
C31 1.329 3.205 -5.448
C32 1.605 1.836 -5.272
C33 2.301 1.364 -4.178
C34 4.203 3.130 -0.733
C35 3.527 3.763 0.284
C36 3.991 4.896 0.919
C37 5.239 5.422 0.539
C38 5.971 4.814 -0.484
C39 5.454 3.679 -1.107
C40 4.520 0.247 -1.670
C41 4.701 -0.663 -0.606
C42 5.728 -1.636 -0.600
C43 6.528 -1.676 -1.742
C44 6.340 -0.877 -2.827
C45 5.331 0.116 -2.789
H33 2.631 4.407 -2.669
H34 1.367 5.146 -4.438
H35 0.845 3.612 -6.337
H36 1.288 1.058 -5.969
H37 2.555 0.328 -4.103
H38 2.556 3.329 0.605
H39 3.464 5.310 1.780
H40 5.688 6.263 1.078
H41 6.959 5.159 -0.761
H42 6.038 3.077 -1.752
H43 3.966 -0.578 0.217
H44 5.901 -2.239 0.228
H45 7.283 -2.457 -1.741
H46 6.937 -0.946 -3.732
H47 5.177 0.730 -3.682
N7 1.738 -5.981 -2.887
C46 1.543 -4.991 -2.336
C47 1.331 -3.744 -1.619
C48 1.747 -2.561 -2.238
C49 1.487 -1.362 -1.603
C50 0.879 -1.248 -0.292
C51 0.549 -2.481 0.328
C52 0.783 -3.683 -0.346
H48 2.343 -2.649 -3.141
H49 1.808 -0.451 -2.067
H50 0.011 -2.509 1.287
H51 0.461 -4.612 0.086

---

The following is a quantum chemistry calculation of a cluster of 2 separate species, C7H14O in total at a distorted geometry, from the OMol25 dataset.

Calculated values
**Energy relative to the best compared isomer or geometry (same formula, charge and spin)**: 40.24 kcal per mole
**Total charge**: 0
**Highest occupied orbital energy**: -8.27 eV
**SMILES**: C/C=C/C=C/CC.O

Positions of all 22 atoms, in Å:
C1 -0.352 3.337 1.590
C2 -0.276 1.970 0.961
C3 -1.342 1.312 0.539
C4 -1.454 -0.076 -0.002
C5 -0.434 -0.920 0.130
C6 -0.422 -2.393 -0.221
C7 -0.788 -2.611 -1.710
H1 0.148 4.053 0.937
H2 0.274 3.324 2.488
H3 -1.353 3.657 1.819
H4 0.750 1.669 0.768
H5 -2.287 1.836 0.557
H6 -2.456 -0.376 -0.281
H7 0.557 -0.535 0.347
H8 0.615 -2.721 -0.154
H9 -1.035 -2.993 0.450
H10 -0.040 -2.110 -2.319
H11 -0.832 -3.685 -1.879
H12 -1.705 -2.096 -2.001
O1 3.950 -0.555 -0.750
H13 3.704 -0.305 -1.645
H14 3.825 0.244 -0.220

---

The following is a quantum chemistry calculation of an isolated molecule of C4H4O3, from the OMol25 dataset.

Calculated values
**Energy relative to the best compared isomer or geometry (same formula, charge and spin)**: 56.89 kcal per mole
**Total charge**: 0
**Highest occupied orbital energy**: -10.07 eV
**SMILES**: O=CC1(C=O)CO1

Positions of all 11 atoms, in Å:
O1 -0.731 -1.054 1.885
C1 0.227 -0.866 1.186
C2 0.197 0.075 0.001
C3 -0.072 -0.749 -1.236
O2 -0.889 -1.634 -1.222
C4 -0.182 1.485 0.122
O3 1.172 1.095 -0.099
H1 1.165 -1.448 1.295
H2 0.578 -0.551 -2.110
H3 -0.671 1.999 -0.704
H4 -0.398 1.883 1.114